Entry 1:
{
  "formula": "C5H12N2S",
  "method": "ωB97M-V/def2-TZVPD",
  "elements": ["C", "C", "C", "C", "C", "N", "N", "S", "H", "H", "H", "H", "H", "H", "H", "H", "H", "H", "H", "H"],
  "coordinates": [[2.649381, 0.045995, -0.026879], [2.934073, -1.314490, 0.565935], [-2.863910, -0.161527, 1.286217], [-2.127447, 0.871987, -0.816371], [-2.002780, -0.306808, 0.032488], [1.641403, 0.226068, -0.850396], [1.096279, 1.198720, -1.408643], [-1.327392, -1.718264, -0.323035], [3.374704, 0.873831, 0.187635], [3.662754, -1.800606, -0.078444], [2.014803, -1.814827, 0.838930], [3.493190, -1.022661, 1.416692], [-3.305375, -1.087838, 1.627257], [-2.072868, 0.364381, 2.015678], [-3.701706, 0.621398, 1.145902], [-1.032140, 1.275957, -1.051960], [-2.738825, 1.696242, -0.439320], [-2.276628, 0.701486, -1.909490], [1.527192, 2.044789, -1.186662], [1.055295, -0.693833, -1.025525]],
  "atomic_forces_ev_per_a": [[0.40, 0.53, -0.26], [0.25, 1.79, -1.05], [1.07, 2.70, 0.65], [3.22, 1.81, -2.31], [-2.80, 0.13, 0.52], [0.08, -4.49, 1.74], [-2.44, 0.97, -2.31], [0.88, -0.58, -0.24], [-1.12, -0.61, -0.40], [-0.39, -0.86, -0.04], [0.12, -0.58, -0.11], [0.40, -0.38, 1.37], [0.44, -0.13, 0.39], [-1.95, -1.37, -0.90], [1.36, -1.28, 0.13], [-1.62, -0.48, 1.00], [0.08, -0.38, -0.08], [-0.63, -0.44, 0.87], [1.28, 1.64, 0.59], [1.37, 2.00, 0.44]],
  "lumo_ev": 0.094,
  "homo_energy_ev": -7.455,
  "total_energy_ha": -705.26201,
  "relative_energy_kj_mol": 343.40
}

---

Entry 2:
{
  "formula": "C5H12N2S",
  "method": "ωB97M-V/def2-TZVPD",
  "elements": ["C", "C", "N", "C", "C", "N", "C", "S", "H", "H", "H", "H", "H", "H", "H", "H", "H", "H", "H", "H"],
  "coordinates": [[1.155421, -1.246699, -1.254127], [0.221881, -1.139721, -0.037872], [1.040518, -1.041944, 1.245724], [-0.826675, -0.000500, -0.043854], [-0.469664, 1.309135, -0.629349], [0.691210, 1.917049, 0.151886], [-1.729415, -0.047966, 1.105373], [-2.512809, -0.469274, -0.422194], [1.752519, -0.295954, -1.323103], [0.563126, -1.379589, -2.150282], [1.770195, -2.158076, -1.117635], [-0.457828, -1.999856, -0.016945], [1.358633, -0.104085, 1.473799], [0.452709, -1.291600, 2.068801], [-1.328177, 2.044193, -0.491743], [-0.306643, 1.277973, -1.655641], [1.578512, 1.733171, -0.248671], [0.680879, 2.915683, 0.160915], [-1.965399, 0.902035, 1.521120], [-1.668985, -0.923968, 1.663801]],
  "atomic_forces_ev_per_a": [[-0.06, 0.50, 0.95], [0.13, 0.82, 1.22], [-0.98, -1.06, 0.07], [0.84, -0.95, -0.67], [0.01, 2.94, 2.87], [-1.14, -0.60, -0.16], [0.06, 0.92, -0.78], [-1.19, -0.26, -1.30], [-0.22, -1.15, -0.13], [-0.10, 0.13, -0.33], [-0.02, 0.81, -0.11], [0.75, -0.37, 0.38], [-0.18, 0.11, -0.65], [0.57, 0.07, -1.05], [0.88, -1.03, -0.10], [0.52, -0.32, -1.91], [0.86, -0.73, -0.59], [-0.59, 0.65, 0.01], [-0.37, 0.37, 0.69], [0.23, -0.85, 1.57]],
  "lumo_ev": 0.868,
  "homo_energy_ev": -8.573,
  "smiles": "C[C@@H](N)[C@]1(CN)CS1",
  "total_energy_ha": -705.36764,
  "relative_energy_kj_mol": 66.07
}